<a>
A molecular structure, C31H30BClF4IN6O2PS3Yb, computed with ωB97M-V/def2-TZVPD.

Last column: Mulliken charge in e.
Positions of all 81 atoms, in Å:
Yb: -0.64434 -1.46929 0.38818  0.760
Cl: -5.89418 -5.91244 2.02581  -0.260
C: -4.94084 -4.48022 1.80056  0.470
C: -5.56429 -3.25422 1.79620  -0.657
C: -4.83824 -2.08183 1.79460  -0.118
I: -5.84205 -0.31706 2.00363  0.065
C: -3.40958 -2.01883 1.77201  0.171
O: -2.67731 -0.94636 1.82610  -0.396
C: -2.77996 -3.31268 1.59632  0.313
N: -1.39972 -3.31996 1.50845  -0.362
C: -0.71035 -4.46017 1.52318  -0.038
C: -1.37799 -5.70067 1.55632  -0.858
C: -2.78552 -5.76135 1.60980  -0.579
C: -3.51453 -4.56375 1.66021  0.184
H: -6.65837 -3.21071 1.86898  0.381
H: 0.39844 -4.44196 1.48094  0.432
H: -0.81697 -6.63917 1.44208  0.379
H: -3.33267 -6.70979 1.64085  0.392
C: -1.53469 1.38733 3.14411  -1.780
C: -1.50395 1.44810 1.60849  1.075
O: -0.71353 0.75346 0.90572  0.073
C: -2.45522 2.42770 1.02388  0.929
C: -2.56063 2.56258 -0.35775  -0.097
C: -3.53297 3.40521 -0.89023  -0.852
C: -4.49481 3.97838 -0.08338  -0.423
C: -4.41684 3.77547 1.30140  -0.794
C: -3.35234 3.08547 1.84195  -0.227
H: -0.75856 0.66455 3.45389  0.331
H: -2.53496 1.09631 3.45438  0.323
H: -1.31359 2.40329 3.45885  0.552
H: -1.86192 1.92944 -0.95937  0.275
H: -3.60080 3.51465 -1.97838  0.409
H: -5.36640 4.55478 -0.44856  0.393
H: -5.10103 4.29246 2.00658  0.386
H: -3.32920 2.98413 2.94648  0.322
F: 2.32083 0.34205 1.07468  -0.196
B: 2.12904 -0.87451 0.46753  0.511
F: 3.29613 -1.51135 0.16536  -0.272
F: 1.29119 -0.67493 -0.72216  -0.374
F: 1.26581 -1.79713 1.28355  -0.409
S: 0.29832 -4.39615 -5.50314  -0.257
C: -0.16653 -3.54590 -4.08461  0.201
S: -1.24983 -2.24612 -4.18685  -0.146
C: -1.40830 -2.14774 -2.45623  0.224
N: -0.47496 -2.88143 -1.83723  -0.058
N: 0.12455 -3.73178 -2.75024  0.024
C: 1.12756 -4.63496 -2.30208  0.299
C: 2.13782 -4.30171 -1.38155  0.037
C: 3.20559 -5.18884 -1.22270  -0.578
C: 3.24908 -6.38602 -1.87466  -0.530
C: 2.15562 -6.77691 -2.67752  -0.690
C: 1.17754 -5.86529 -3.01412  -0.553
S: -2.58611 -1.24328 -1.65950  -0.357
H: 2.06659 -3.31782 -0.91585  0.444
H: 3.97499 -4.77462 -0.58369  0.414
H: 4.05287 -7.07956 -1.74322  0.394
H: 2.16594 -7.78266 -3.09722  0.386
H: 0.37829 -6.13087 -3.73060  0.378
C: 3.80828 6.31026 0.22250  -0.778
N: 4.42756 4.96462 0.45564  0.036
C: 4.67024 4.19700 -0.85517  -0.729
N: 3.47332 4.14669 -1.65606  0.133
C: 2.93045 5.48971 -1.85789  -0.822
N: 2.64337 6.15040 -0.56731  0.142
C: 1.50992 5.58670 0.13928  -0.949
P: 1.78177 3.79392 0.51724  0.632
C: 3.46920 4.12853 1.36162  -0.998
C: 2.48608 3.19333 -1.18086  -0.834
H: 4.54486 6.86448 -0.37273  0.367
H: 3.55270 6.82157 1.18377  0.370
H: 5.34216 5.07304 0.87558  0.338
H: 4.99686 3.12687 -0.58075  0.354
H: 5.53253 4.72335 -1.33236  0.321
H: 2.00048 5.42546 -2.47230  0.358
H: 3.69621 6.06443 -2.42090  0.286
H: 0.55277 5.78070 -0.43529  0.381
H: 1.37649 6.13161 1.04880  0.453
H: 3.90498 3.18465 1.68517  0.470
H: 3.34848 4.74867 2.25491  0.472
H: 1.68772 3.15927 -1.91585  0.448
H: 2.95147 2.21938 -1.06731  0.485

HOMO (alpha / beta)	-9.2 / -9.2	eV
Kohn-Sham gap (alpha / beta)	6.4 / 6.4	eV
2S+1	2
⟨S²⟩	0.751
charge	+1


<b>
A molecular structure, C31H30BClF4IN6O2PS3Yb, computed with ωB97M-V/def2-TZVPD.

Last column: Mulliken charge in e.
Positions of all 81 atoms, in Å:
Yb: 1.82216 -0.08462 0.19527  1.301
Cl: 7.03614 0.42929 5.12758  -0.252
C: 5.56366 0.12252 4.33964  0.542
C: 4.43550 -0.25936 5.08755  -0.369
C: 3.15988 -0.30551 4.56181  -0.865
I: 1.54418 -0.67824 5.83252  0.077
C: 3.02196 -0.12755 3.09386  0.767
O: 1.89028 -0.17100 2.47283  -0.381
C: 4.20485 0.23067 2.30283  0.358
N: 4.11768 0.26622 0.95040  -0.148
C: 5.24651 0.42845 0.22361  -0.210
C: 6.49768 0.67914 0.81127  -0.866
C: 6.64488 0.57668 2.17673  -0.760
C: 5.49809 0.34167 2.94929  0.305
H: 4.61025 -0.55468 6.12591  0.368
H: 5.12662 0.31483 -0.86702  0.418
H: 7.28800 0.96174 0.07344  0.374
H: 7.63613 0.59146 2.65057  0.387
C: 0.62334 4.07418 0.90940  -1.632
C: 0.08728 2.94499 0.07901  0.658
O: 0.66567 1.83297 0.11890  0.051
C: -0.99648 3.19031 -0.85590  0.798
C: -1.72141 4.39527 -0.93013  -0.611
C: -2.75580 4.51097 -1.84749  -0.594
C: -3.01589 3.51212 -2.81446  -0.662
C: -2.20068 2.39180 -2.78685  -0.651
C: -1.23953 2.20172 -1.81604  -0.082
H: 1.48595 3.76791 1.53050  0.305
H: -0.16215 4.42684 1.54963  0.482
H: 0.80583 4.94379 0.30467  0.441
H: -1.53199 5.20157 -0.24296  0.390
H: -3.35033 5.42674 -1.82110  0.383
H: -3.78631 3.66871 -3.55296  0.464
H: -2.29228 1.70078 -3.62876  0.477
H: -0.56321 1.32282 -1.84813  0.247
F: 2.54885 -1.76657 -1.07925  -0.309
B: 1.23812 -2.27925 -0.71061  0.310
F: 1.28267 -2.31676 0.70692  -0.291
F: 0.87840 -3.45473 -1.28890  -0.297
F: 0.29087 -1.17441 -1.08763  -0.101
S: 2.89548 -1.68466 -7.64139  -0.405
C: 2.38038 -0.95813 -6.21224  0.257
S: 3.36248 0.24769 -5.44189  -0.183
C: 2.44588 0.19295 -3.94482  0.238
N: 1.41782 -0.59577 -4.08202  -0.485
N: 1.42505 -1.28285 -5.28062  0.446
C: 0.32933 -2.17269 -5.55734  0.620
C: -0.61857 -2.36903 -4.53734  0.211
C: -1.76687 -3.12823 -4.73795  -0.568
C: -2.06883 -3.63693 -6.00801  -0.373
C: -1.21228 -3.33962 -7.04986  -0.849
C: 0.03470 -2.72555 -6.82518  -0.357
S: 2.98837 1.14551 -2.69824  -0.447
H: -0.39038 -1.88497 -3.55146  0.047
H: -2.43206 -3.33981 -3.87195  0.301
H: -3.00162 -4.20517 -6.13724  0.342
H: -1.55883 -3.54156 -8.02558  0.420
H: 0.80115 -2.56337 -7.58496  0.085
C: -4.20506 -2.07376 3.12042  -0.753
N: -3.01088 -1.77230 3.96185  0.003
C: -3.19017 -0.50101 4.76807  -0.760
N: -3.56872 0.65763 3.96248  0.081
C: -4.73657 0.19715 3.12866  -0.982
N: -4.57953 -0.92222 2.27807  0.177
C: -3.75411 -0.68168 1.13003  -0.832
P: -2.14427 -0.19595 1.94127  0.684
C: -1.80428 -1.65130 3.01466  -0.545
C: -2.50751 1.18746 3.14659  -0.842
H: -5.02764 -2.35149 3.78164  0.328
H: -3.94440 -2.97720 2.54399  0.393
H: -2.83356 -2.49302 4.68072  0.366
H: -2.23173 -0.36219 5.28914  0.407
H: -3.96063 -0.63199 5.54288  0.320
H: -5.05594 1.09108 2.52400  0.413
H: -5.50357 -0.03899 3.90509  0.315
H: -4.08550 0.25569 0.60922  0.360
H: -3.64762 -1.52979 0.46414  0.408
H: -0.87202 -1.50031 3.61010  0.103
H: -1.69873 -2.62533 2.56350  0.448
H: -2.72794 2.08607 2.54599  0.424
H: -1.57620 1.39219 3.67963  0.358

HOMO (alpha / beta)	-8.6 / -8.6	eV
Kohn-Sham gap (alpha / beta)	5.0 / 5.0	eV
2S+1	2
⟨S²⟩	0.751
charge	+1


Stability check: which of them is least stable? <b>.


<a>
C3H6N2O2S in the gas phase, computed with ωB97M-V/def2-TZVPD.

Last column: Mulliken charge in e.
Positions of all 14 atoms, in Å:
H: 0.79369 2.04752 -0.25498  0.235
N: 0.03625 1.57387 0.16353  -0.646
C: 0.26173 0.29737 0.07458  0.627
N: 1.28437 -0.25224 -0.60250  -0.398
C: -0.85230 -0.64270 0.54619  -0.545
O: -0.33187 -1.93297 0.50839  -0.608
C: -2.17820 -0.64419 -0.16648  0.702
O: -2.78990 -1.54602 -0.58828  -0.490
S: -2.92089 1.02111 0.04030  -0.226
H: 1.29677 -1.18877 -0.87800  0.204
H: 2.16940 0.15650 -0.46464  0.233
H: -1.04102 -0.26730 1.54819  0.363
H: -1.03604 -2.61219 0.30856  0.362
H: -1.93407 1.61509 0.77129  0.190

HOMO	-9.5	eV
Kohn-Sham gap	10.0	eV
SMILES	[H]/N=C(\N)[C@H](O)C(=O)S
charge	0


<b>
C3H6N2O2S in the gas phase, computed with ωB97M-V/def2-TZVPD.

Last column: Mulliken charge in e.
Positions of all 14 atoms, in Å:
C: -0.39382 1.45719 -1.61069  -1.006
C: 0.07193 0.26517 -0.99246  0.739
N: 0.73787 -0.77880 -1.54107  -0.440
O: 1.27933 -1.57606 -0.46125  -0.437
O: 0.20198 0.51562 0.36993  -0.217
N: 0.12946 -0.54165 1.35553  0.059
C: -0.68977 -0.31264 2.33572  -0.112
S: -0.85206 -0.97222 3.89970  -0.298
H: -1.40465 1.77309 -1.48015  0.317
H: 0.51765 2.16194 -1.54851  0.256
H: -0.20058 1.37252 -2.66856  0.395
H: 1.39738 -2.59616 -0.75021  0.354
H: 0.77708 -1.28034 1.19891  0.189
H: -1.57180 0.51235 1.89311  0.201

HOMO	-8.3	eV
Kohn-Sham gap	8.6	eV
SMILES	C/C(=N/O)ONC=S
charge	0


<c>
C3H6N2O2S in the gas phase, computed with ωB97M-V/def2-TZVPD.

Last column: Mulliken charge in e.
Positions of all 14 atoms, in Å:
C: 2.58420 -0.06899 0.01733  -0.536
O: 1.17162 -0.30519 -0.31276  -0.105
N: 0.48302 0.82565 -0.08607  -0.473
C: -0.87073 0.58198 -0.02007  0.080
N: -1.82932 1.64768 0.13749  -0.526
C: -1.58982 -0.68520 -0.04098  0.748
O: -2.75764 -0.77251 -0.14271  -0.486
S: -0.47019 -2.12335 -0.02928  -0.181
H: 3.18531 -1.02033 0.06153  0.261
H: 2.58185 0.07056 1.17697  0.263
H: 3.05187 0.66772 -0.60283  0.257
H: -1.46353 2.59136 -0.12356  0.278
H: -2.67445 1.67270 -0.40824  0.265
H: -1.40218 -3.08208 0.37317  0.154

HOMO	-8.9	eV
Kohn-Sham gap	8.7	eV
SMILES	CO/N=C(/N)C(=O)S
charge	0


Stability check: which of them is least stable? <b>.


<a>
C3H6N2O2S in the gas phase, computed with ωB97M-V/def2-TZVPD.

Last column: Mulliken charge in e.
Positions of all 14 atoms, in Å:
C: -1.05315 1.70623 -0.11243  -0.789
C: -0.65023 0.13956 0.00555  0.558
N: -1.29559 -0.92259 -0.14283  -0.381
O: -2.79793 -0.76123 -0.07030  -0.415
O: 0.66898 -0.00956 0.51081  -0.367
C: 1.17684 -1.35554 0.11828  0.234
N: 2.43248 -1.36480 -0.22964  -0.440
S: 3.05665 0.30693 -0.08894  -0.117
H: -1.81894 1.93934 -0.84386  0.352
H: 0.07740 2.19323 -0.38071  0.233
H: -1.37896 1.96582 0.97053  0.256
H: -3.02442 -1.64164 -0.05237  0.326
H: 0.25204 -2.04268 0.19077  0.388
H: 4.35482 -0.15308 0.12514  0.162

HOMO	-9.0	eV
Kohn-Sham gap	9.7	eV
SMILES	C/C(=N\O)O/C=N\S
charge	0


<b>
C3H6N2O2S in the gas phase, computed with ωB97M-V/def2-TZVPD.

Last column: Mulliken charge in e.
Positions of all 14 atoms, in Å:
H: -2.97626 0.21568 0.42273  0.223
N: -2.68710 -0.74675 0.25861  -0.645
C: -1.48060 -0.86122 -0.07218  0.308
N: -0.48445 0.13184 -0.15470  -0.318
S: -0.94334 1.77661 -0.11751  -0.189
C: 0.78336 -0.18270 -0.82960  -0.301
C: 2.00434 0.09403 0.02801  0.578
O: 3.09175 0.25348 -0.43753  -0.548
O: 1.78264 0.11139 1.34494  -0.480
H: -1.07668 -1.88202 -0.23306  0.269
H: -0.49810 2.06147 1.13232  0.154
H: 0.90337 0.35949 -1.77278  0.282
H: 0.77093 -1.25435 -1.08895  0.281
H: 0.81014 -0.07694 1.51971  0.386

HOMO	-10.0	eV
Kohn-Sham gap	10.3	eV
SMILES	[H]/N=C\N(S)CC(=O)O
charge	0


Stability check: which of them is least stable? <a>.